Formula: C44H47BClN6O5OsS
Source: the Open Molecules 2025 dataset
Level of theory: ωB97M-V/def2-TZVPD

CARTESIAN COORDINATES (ANGSTROEM)
Os -0.22593 0.74806 -0.05219
C 2.97287 0.49783 4.32798
C 2.67946 0.50029 2.87009
C 3.50999 0.14078 1.81786
C 2.74261 0.25668 0.66159
N 1.51173 0.68407 1.00866
N 1.49104 0.83508 2.35273
B 0.22319 1.31750 3.09393
N -0.91455 0.30898 2.80080
N -1.23857 -0.05340 1.53540
C -2.24729 -0.95140 1.61732
C -2.54695 -1.15588 2.96266
C -1.67978 -0.34692 3.67996
C -1.55953 -0.21081 5.15576
C -2.92397 -1.61796 0.48939
C -4.31567 -1.70261 0.50185
C -4.99512 -2.38748 -0.49299
C -4.29026 -3.00456 -1.51613
C -2.90529 -2.91877 -1.54355
C -2.22483 -2.22871 -0.55270
N -0.17054 2.69767 2.55645
N -0.56337 2.87418 1.27437
C -0.83059 4.17829 1.12403
C -0.58334 4.84187 2.33642
C -0.18358 3.86872 3.22304
C 0.18935 4.03576 4.65708
C -1.37262 4.80317 -0.08467
C -1.13719 6.15160 -0.35272
C -1.70032 6.75781 -1.46249
C -2.49888 6.02645 -2.32984
C -2.74989 4.69026 -2.06050
C -2.20045 4.08711 -0.94059
C 3.19227 -0.08110 -0.69434
C 4.52139 0.16659 -1.04376
C 5.00366 -0.19217 -2.29037
C 4.16829 -0.81339 -3.20776
C 2.84856 -1.07149 -2.86955
C 2.36395 -0.71014 -1.62371
H 4.01326 0.22926 4.49208
H 2.33787 -0.23642 4.82563
H 2.78485 1.47417 4.77291
H 4.52327 -0.21514 1.88023
H 0.42580 1.37210 4.25892
H -3.28319 -1.82929 3.36653
H -2.34909 -0.77704 5.64261
H -1.62461 0.83314 5.45999
H -0.59489 -0.59626 5.48949
H -4.86631 -1.23068 1.30591
H -6.07418 -2.45966 -0.46264
H -4.81269 -3.57213 -2.27541
H -2.36047 -3.41731 -2.33664
H -1.14447 -2.19489 -0.55511
H -0.71866 5.88943 2.54240
H 0.03499 5.07388 4.94163
H 1.23750 3.78654 4.82663
H -0.42295 3.40995 5.30649
H -0.51477 6.73451 0.31413
H -1.51395 7.80716 -1.64879
H -2.93345 6.49999 -3.19997
H -3.39787 4.12282 -2.71672
H -2.43398 3.06210 -0.68751
H 5.17667 0.66309 -0.33943
H 6.03444 0.01090 -2.54846
H 4.54620 -1.09992 -4.18002
H 2.20098 -1.57047 -3.58040
H 1.34722 -0.95177 -1.33928
O -1.87195 0.49762 -1.33689
S -1.93878 1.26154 -2.67249
C -3.54888 0.61514 -3.28172
C -3.30379 0.05054 -4.67114
C -1.96214 -0.67484 -4.58388
C -1.00312 0.29399 -3.90740
H -4.29331 1.40827 -3.24354
H -3.81244 -0.16564 -2.56624
H -3.25577 0.85230 -5.41156
H -4.11072 -0.62424 -4.95673
H -1.59990 -0.96927 -5.56866
H -2.07145 -1.57056 -3.97119
H -0.60769 1.03413 -4.60447
H -0.17583 -0.17615 -3.37925
C 1.36902 2.79887 -1.58789
O 0.43448 1.74986 -1.60896
H 2.39393 2.40808 -1.61887
H 1.27609 3.41439 -0.68604
H 1.21127 3.44244 -2.45736
C 0.48706 -4.99206 -1.32168
C 1.85138 -4.63403 -0.80124
C 2.86625 -4.33551 -1.70123
C 4.15549 -4.06382 -1.27311
Cl 5.37397 -3.67799 -2.42629
C 4.48069 -4.13337 0.07632
C 3.48768 -4.43828 0.97947
C 2.17424 -4.64123 0.55740
O 1.28149 -4.89549 1.57165
C 0.13629 -4.15567 1.67965
C 0.64221 -2.56698 1.84663
O 0.86315 -2.26906 3.00177
O 0.72856 -2.03043 0.74411
H 0.57945 -5.43968 -2.30960
H -0.14105 -4.10367 -1.41118
H -0.01294 -5.70967 -0.67170
H 2.64614 -4.33270 -2.76073
H 5.49459 -3.95761 0.40561
H 3.69065 -4.49755 2.04065
H -0.37156 -4.44973 2.59262
H -0.52009 -4.16197 0.81041

Its multiplicity is 5. Its HOMO energy (alpha / beta) is -10.539 / -10.525 eV. The charge is +1. For the LUMO energy (alpha / beta), the calculation gives -1.6 / -5.4 eV. The frontier orbital gap (alpha / beta) is 8.92 / 5.09 eV.